This record from OMol25 describes a 5-piece molecular cluster, C37H30NO9 overall. The level of theory is wB97M-V/def2-TZVPD.

Its frontier orbital gap is 7.56 eV.

```
! RIJCOSX wB97M-V def2-TZVPD def2/J DEFGRID3
* xyz 1 1
C 2.310 0.352 3.387
C 1.199 1.004 2.637
C 0.128 1.530 3.361
C -0.905 2.139 2.693
N -0.865 2.253 1.359
C 0.146 1.759 0.624
C 1.193 1.108 1.243
C 2.290 0.548 0.349
O 1.779 0.184 -0.916
C 1.263 -1.108 -0.959
C -0.017 -1.431 -0.538
C -0.499 -2.736 -0.638
C 0.300 -3.737 -1.180
C 1.586 -3.406 -1.583
C 2.072 -2.107 -1.485
H 3.141 1.042 3.516
H 1.957 0.123 4.386
H 2.641 -0.571 2.924
H 0.120 1.429 4.434
H -1.757 2.530 3.227
H -1.627 2.706 0.875
H 0.090 1.876 -0.445
H 3.055 1.309 0.212
H 2.746 -0.308 0.840
H -0.682 -0.684 -0.127
H -1.503 -2.947 -0.306
H -0.098 -4.734 -1.273
H 2.202 -4.186 -2.004
H 3.073 -1.899 -1.832
C -5.795 2.739 5.708
C -6.936 3.257 5.261
C -7.087 3.687 3.847
O -8.119 4.159 3.434
C -5.911 3.516 2.950
C -4.774 2.998 3.405
C -4.626 2.570 4.815
O -3.580 2.097 5.221
H -5.664 2.421 6.734
H -7.802 3.389 5.896
H -6.040 3.834 1.924
H -3.907 2.863 2.771
C 2.034 1.487 8.594
C 1.632 1.502 9.862
C 0.188 1.457 10.212
O -0.182 1.472 11.363
C -0.786 1.395 9.091
C -0.381 1.381 7.825
C 1.060 1.425 7.482
O 1.434 1.411 6.321
H 3.080 1.520 8.316
H 2.325 1.546 10.691
H -1.833 1.363 9.366
H -1.077 1.338 6.995
C 0.479 -3.245 -6.231
C 0.683 -3.804 -5.039
C 1.211 -5.184 -4.910
O 1.396 -5.694 -3.823
C 1.507 -5.926 -6.160
C 1.305 -5.374 -7.353
C 0.776 -3.992 -7.482
O 0.598 -3.491 -8.572
H 0.097 -2.239 -6.345
H 0.473 -3.283 -4.114
H 1.892 -6.931 -6.042
H 1.513 -5.897 -8.278
C 1.869 2.040 -9.255
C 1.075 1.494 -8.339
C 1.266 0.094 -7.889
O 0.532 -0.394 -7.050
C 2.377 -0.676 -8.497
C 3.173 -0.131 -9.414
C 2.983 1.270 -9.866
O 3.707 1.768 -10.698
H 1.746 3.059 -9.598
H 0.258 2.037 -7.881
H 2.502 -1.693 -8.158
H 3.989 -0.675 -9.871
*
```


This record from OMol25 describes C10H17As2HgSe4 as an isolated structure at a distorted geometry. The level of theory is wB97M-V/def2-TZVPD.

As for the energy above the lowest of the compared OMol25 structures with the same formula, charge and spin: 5.1084 eV. Its frontier orbital gap (alpha / beta) is 2.97 / 5.86 eV.

```
! RIJCOSX wB97M-V def2-TZVPD def2/J DEFGRID3
* xyz -2 2
Hg -1.983 -3.095 -2.954
C 1.540 -2.403 -1.727
As 1.090 -0.523 -1.072
C -0.742 -0.891 -0.485
C 1.997 -0.493 0.703
C 2.787 -1.527 1.119
C 2.898 -1.655 2.532
C 2.451 -0.653 3.354
C 1.706 0.294 3.013
C 1.456 0.522 1.488
As 1.012 2.314 0.784
C 0.280 3.036 2.453
C -0.864 2.574 -0.068
H 1.522 -2.956 -0.829
H 2.423 -2.026 -2.099
H 0.314 -2.198 -2.146
H -1.252 -1.232 -1.404
H -1.319 0.023 -0.312
H -1.120 -1.680 0.129
H 2.902 -2.365 0.692
H 3.567 -2.726 2.770
H 3.070 -0.952 4.174
H 1.526 1.066 3.652
H 0.616 2.985 3.351
H -0.763 2.209 2.704
H -0.141 4.044 2.293
H -1.527 2.137 0.765
H -0.786 2.049 -1.097
H -0.638 3.855 -0.031
Se -4.322 -2.855 -5.371
Se -3.928 -0.606 -6.151
Se -5.200 0.736 -4.784
Se -4.323 0.705 -2.630
H -4.249 2.286 -2.816
*
```


This record from OMol25 describes a 2-piece molecular cluster, C2H7NS overall at a distorted geometry. The level of theory is wB97M-V/def2-TZVPD.

As for the energy above the lowest of the compared OMol25 structures with the same formula, charge and spin: 3.9342 eV. Its frontier orbital gap (alpha / beta) is 8.04 / 8.77 eV.

```
! RIJCOSX wB97M-V def2-TZVPD def2/J DEFGRID3
* xyz 0 1
C 0.282 -0.479 2.523
C -1.077 0.507 -1.597
N 1.388 -0.416 -1.427
S 0.437 0.545 -0.616
H 1.122 0.268 2.668
H 0.459 -1.343 1.826
H -0.746 -0.235 2.705
H -0.706 0.023 -2.403
H -1.473 1.574 -1.775
H -1.937 0.084 -1.031
H 2.251 -0.528 -0.875
*
```